8
Properties=species:S:1:pos:R:3 method="wB97M-V/def2-TZVPD" lumo_energy_ev=-1.018 e_above_lowest_kj_mol=320.0 total_charge=0 homo_lumo_gap_ev=8.976
O -0.30603 0.56047 1.66722
O -1.80945 2.30033 2.41516
P -0.25409 0.35517 0.22809
S -1.56714 1.70839 -0.59537
S -2.58910 1.70980 1.39169
Cl -2.91110 -0.33097 1.64536
H 0.98086 0.56272 -0.36648
H -0.62019 -0.91473 -0.20031

***

123
Properties=species:S:1:pos:R:3 method="wB97M-V/def2-TZVPD" lumo_energy_ev=2.197 total_charge=-1 homo_lumo_gap_ev=6.933
Rb -0.02423 -1.31435 0.56093
C 1.50225 -0.33641 5.10675
C 0.32803 -0.86492 4.28868
C -0.60080 -1.72096 5.12558
O -0.44463 0.22685 3.76588
C 0.87859 -1.64229 3.06308
O 0.48344 -2.80284 2.84666
O 1.64611 -0.97913 2.32071
H 1.14665 0.30274 5.91847
H 2.16378 0.23438 4.45374
H 2.07002 -1.16779 5.53086
H -1.03955 -1.12892 5.93162
H -0.04649 -2.55788 5.54772
H -1.40020 -2.11732 4.50042
H 0.15447 0.74872 3.20631
C 0.55485 -0.53863 -5.37817
C 0.32636 -0.18019 -3.92639
N 1.01248 0.73856 -3.35002
O 2.01414 1.31768 -4.14395
C -0.68737 -0.91964 -3.17331
C -1.87973 -1.53862 -3.85115
N -0.54099 -1.03582 -1.88792
O -1.44353 -1.74689 -1.27900
H 1.62308 -0.61144 -5.60280
H 0.11012 0.20679 -6.04237
H 0.12001 -1.50800 -5.59819
H 2.10554 0.82820 -4.97469
H -1.88907 -1.37620 -4.92713
H -2.78751 -1.10386 -3.42456
H -1.92022 -2.60995 -3.64000
C 4.95975 1.56803 -1.45526
Si 4.83611 -0.32093 -1.65928
C 6.65904 -0.85327 -1.89862
C 4.02701 -0.70874 -3.33859
As 3.30512 -1.04118 0.00809
Si 4.70692 -0.98137 1.89371
C 4.54513 0.73391 2.68452
C 4.41215 -2.29374 3.23151
C 6.55949 -1.20095 1.47562
Si 3.34927 -3.35098 -0.45153
C 2.22863 -3.73724 -1.93801
C 2.72530 -4.42251 0.97643
C 5.05796 -4.04905 -0.93839
H 5.37240 2.05182 -2.34331
H 5.60618 1.80913 -0.60671
H 3.97561 1.99966 -1.25789
H 6.96487 -0.66057 -2.92958
H 6.81796 -1.91372 -1.69434
H 7.32287 -0.29008 -1.24101
H 4.30871 0.02411 -4.09799
H 2.94090 -0.70011 -3.23001
H 4.32062 -1.70045 -3.69431
H 3.53441 1.11888 2.52716
H 5.24499 1.44885 2.24494
H 4.72805 0.69483 3.76059
H 3.34703 -2.48963 3.35691
H 4.81273 -1.95417 4.18936
H 4.90356 -3.23621 2.97765
H 6.97160 -0.32442 0.97140
H 6.71711 -2.05916 0.81890
H 7.13291 -1.36997 2.39043
H 1.18423 -3.50469 -1.71127
H 2.29374 -4.79396 -2.20636
H 2.51149 -3.14718 -2.81330
H 1.95908 -3.89863 1.55613
H 3.52987 -4.68474 1.66688
H 2.28594 -5.35132 0.60468
H 5.41513 -3.59074 -1.86376
H 5.00852 -5.12942 -1.09355
H 5.80042 -3.85555 -0.16096
C -4.64507 4.84862 3.35041
C -4.99026 3.58471 4.13350
C -3.81012 3.02015 4.92679
C -2.77825 2.29462 4.05811
N -3.32496 1.11164 3.42257
C -3.51810 0.93908 2.08437
Se -3.32829 2.20442 0.79688
N -3.96338 -0.33423 1.89554
C -4.25462 -0.93559 0.60436
C -5.60669 -0.53123 0.02125
C -6.82738 -0.89447 0.87527
C -7.12819 0.11366 1.98681
C -4.04797 -0.97977 3.11819
C -4.47601 -2.24996 3.47097
C -4.49388 -2.56679 4.82122
C -4.08778 -1.64902 5.78720
C -3.64959 -0.38118 5.43547
C -3.64379 -0.05753 4.08834
H -5.54521 5.25921 2.88913
H -3.93532 4.63312 2.55162
H -4.21462 5.61101 4.00506
H -5.35066 2.82291 3.43560
H -5.80966 3.80342 4.82388
H -4.19102 2.33086 5.68391
H -3.29649 3.83017 5.45186
H -1.91550 1.97916 4.64632
H -2.42187 2.95150 3.26588
H -4.21425 -2.01766 0.73335
H -3.46345 -0.66061 -0.09177
H -5.67896 -1.03651 -0.94557
H -5.60374 0.54237 -0.17275
H -6.70167 -1.89334 1.30593
H -7.69854 -0.94262 0.21616
H -6.36491 0.09872 2.76487
H -8.08531 -0.11295 2.46114
H -7.17802 1.12553 1.58013
H -4.78190 -2.96927 2.72343
H -4.82942 -3.54838 5.13017
H -4.11607 -1.92960 6.83210
H -3.31380 0.31955 6.18685
C 0.98917 5.95410 1.45257
N 0.95008 5.01043 0.36651
C 0.83364 5.34047 -0.97513
C 0.79818 4.18910 -1.66582
N 0.90385 3.16128 -0.75101
C 0.99218 3.65247 0.51084
S 1.11901 2.84108 1.96060
H 1.64110 6.78804 1.19231
H 1.37598 5.44060 2.32995
H -0.00978 6.33349 1.67754
H 0.76975 6.36047 -1.30973
H 0.73278 3.99682 -2.71866
H 0.83223 2.18220 -1.00307

***

80
Properties=species:S:1:pos:R:3 method="wB97M-V/def2-TZVPD" lumo_energy_ev="0.122 / -0.367" total_charge=0 spin_multiplicity=2 homo_lumo_gap_ev="9.204 / 9.522" s2=0.754
C -1.62253 0.62804 -0.39480
C -0.30520 1.44531 -0.78610
C -0.67555 3.00634 -0.51739
C 0.94505 1.16950 0.21407
C 1.71535 -0.20861 -0.09329
C 1.07381 -1.44278 0.69441
C 0.56356 -2.65095 -0.19264
O -0.56189 -3.14773 -0.16657
N 3.12683 -0.02980 0.47982
C 3.09600 0.45169 1.63916
O 2.99669 0.88890 2.76888
C 1.92103 -0.40319 -1.66119
C 0.73305 0.08723 -2.60164
C 1.44625 0.39591 -4.03295
C -0.33187 -1.07899 -2.96736
N 0.09149 1.37428 -2.21516
O -0.90898 1.63831 -3.01791
H -1.43957 -0.40299 0.04146
H -2.16195 1.23637 0.41681
H -2.36907 0.50927 -1.24105
H 0.22512 3.58875 -0.93639
H -1.56369 3.31666 -1.14738
H -0.76099 3.24985 0.58567
H 0.46162 1.14828 1.25659
H 1.61090 2.09546 0.08042
H 0.16468 -1.06199 1.28639
H 1.76201 -1.90083 1.49327
H 1.33268 -3.12193 -0.91462
H 2.23068 -1.46476 -1.96955
H 2.83072 0.24270 -1.94330
H 2.18670 1.25285 -3.94984
H 0.66562 0.62882 -4.83408
H 2.00319 -0.55696 -4.34388
H 0.30644 -1.98954 -3.26470
H -0.92671 -0.80749 -3.89318
H -0.95348 -1.40958 -2.08212
C 0.28367 -5.38341 -3.25711
C 1.51121 -6.09856 -2.72008
O 2.41402 -6.16347 -3.82486
S 2.20488 -4.85511 -4.75709
O 3.19578 -3.89078 -4.40412
O 1.99060 -5.28723 -6.09659
O 0.78990 -4.37398 -4.13403
H -0.34361 -6.06024 -3.84332
H -0.31317 -4.93398 -2.46209
H 1.28227 -7.09746 -2.35059
H 1.99067 -5.51860 -1.92586
C 3.08486 4.95551 5.94822
C 2.55279 3.77339 6.74168
O 1.55612 3.18435 5.90369
S 1.98442 3.38768 4.34742
O 2.62916 2.18284 3.88927
O 0.89131 3.98791 3.65567
O 3.12572 4.51282 4.59022
H 2.40404 5.80904 6.00751
H 4.07760 5.26067 6.27885
H 2.12406 4.07325 7.69769
H 3.33437 3.02764 6.91229
C -3.43058 0.05696 -6.40594
C -4.11345 1.13253 -5.57882
O -5.16902 0.45631 -4.89302
S -4.70871 -1.06509 -4.58175
O -4.22253 -1.11851 -3.24210
O -5.70944 -1.94892 -5.07761
O -3.43558 -1.11025 -5.58289
H -3.99840 -0.16398 -7.31395
H -2.40985 0.32944 -6.67471
H -4.50905 1.94102 -6.19273
H -3.43273 1.54562 -4.82848
C -1.34830 0.83234 5.81612
C -0.55395 1.41188 6.97356
O -1.47169 1.45400 8.06796
S -2.50893 0.21617 7.93615
O -2.04802 -0.84534 8.76904
O -3.83498 0.73125 8.00538
O -2.18227 -0.17158 6.39729
H -1.99281 1.58941 5.36094
H -0.70481 0.39753 5.05092
H -0.16803 2.40685 6.75561
H 0.27445 0.75365 7.25242

***

9
Properties=species:S:1:pos:R:3 method="wB97M-V/def2-TZVPD" lumo_energy_ev=0.477 e_above_lowest_kj_mol=82.9 total_charge=0 homo_lumo_gap_ev=12.090
O -0.36998 -1.27362 -6.82762
H -0.48272 -0.46834 -6.31555
H -0.93619 -1.27819 -7.59962
O -1.81572 -0.50416 2.89404
H -1.70443 -1.23601 3.52915
H -0.99226 -0.76197 2.42787
O 2.23258 1.89940 3.89717
H 1.96360 1.24357 3.24767
H 1.99949 1.62272 4.78371

***

| no. | M (g mol⁻¹) |
| --- | --- |
| 1 | 164.6 |
| 2 | 1021.7 |
| 3 | 735.8 |
| 4 | 54.0 |